Molecular formula: C57H131N7O22
Method: DFT, ωB97M-V/def2-TZVPD

Properties
HOMO energy: -8.20 eV
Net charge: 0
Lowest unoccupied orbital energy: 0.410 eV
E_tot: -4288.58257 Ha
SMILES: CC1(C)CCCC(C)(C)N1O.COCCOCCOC.COCCOCCOC.COCCOCCOC.COCCOCCOC.COCCOCCOC.CN(C)C=O.CN(C)C=O.CN(C)C=O.CN(C)C=O.CN(C)C=O.CN(C)C=O
Kohn-Sham gap: 8.610 eV
M: 1266.70 g/mol

Each line ends with the Löwdin charge.
Element x y z (Å)
C -1.017 1.978 2.135  -0.022
C -0.769 0.860 1.116  -0.468
C 0.724 0.416 1.212  0.011
C -1.815 -0.216 1.297  -0.131
C -1.786 -1.310 0.207  -0.128
C -1.969 -0.630 -1.166  -0.108
C -0.964 0.523 -1.443  -0.486
C 0.357 -0.082 -1.747  -0.026
C -1.402 1.416 -2.633  0.009
N -1.049 1.413 -0.258  -0.072
O -0.179 2.495 -0.473  -0.061
H -0.914 1.536 3.178  0.095
H -0.227 2.717 2.065  0.075
H -1.962 2.491 2.041  0.064
H 1.158 0.861 0.331  0.055
H 1.232 0.927 2.053  0.066
H 0.807 -0.680 1.177  0.071
H -1.659 -0.626 2.292  0.087
H -2.764 0.331 1.351  0.119
H -0.851 -1.887 0.283  0.101
H -2.609 -2.050 0.444  0.102
H -2.937 -0.094 -1.153  0.107
H -1.903 -1.333 -2.007  0.101
H 1.105 0.686 -1.809  0.067
H 0.254 -0.645 -2.695  0.094
H 0.621 -0.744 -0.975  0.053
H -2.279 2.004 -2.421  0.063
H -1.515 0.808 -3.536  0.071
H -0.626 2.165 -2.881  0.058
H -0.731 3.287 -0.505  0.044
C 0.525 4.834 -3.047  -0.085
O 1.406 4.570 -4.139  -0.171
C 0.882 3.503 -4.857  -0.252
C 1.836 3.018 -5.887  -0.168
O 1.393 1.687 -6.166  -0.169
C 2.127 0.941 -7.111  -0.182
C 2.263 1.586 -8.569  -0.177
O 1.067 2.233 -8.973  -0.190
C -0.011 1.289 -9.029  -0.086
H 0.910 5.712 -2.532  0.098
H 0.546 3.964 -2.393  0.062
H -0.484 5.070 -3.390  0.084
H -0.048 3.774 -5.352  0.139
H 0.763 2.597 -4.219  0.109
H 2.818 2.979 -5.510  0.115
H 1.820 3.651 -6.793  0.137
H 1.563 0.018 -7.125  0.088
H 3.119 0.729 -6.636  0.112
H 2.645 0.832 -9.301  0.130
H 2.894 2.464 -8.544  0.111
H -0.322 0.851 -8.069  0.063
H 0.304 0.452 -9.640  0.084
H -0.768 1.870 -9.529  0.091
C -1.563 5.295 7.402  -0.134
O -0.377 4.582 7.277  -0.162
C -0.615 3.313 6.687  -0.195
C 0.519 2.351 6.951  -0.165
O 1.670 2.590 6.168  -0.127
C 1.566 2.225 4.839  -0.238
C 2.907 2.074 4.171  -0.158
O 3.613 0.968 4.796  -0.196
C 4.515 1.410 5.762  -0.126
H -2.076 5.426 6.462  0.076
H -1.375 6.276 7.821  0.086
H -2.212 4.741 8.124  0.096
H -0.597 3.448 5.602  0.119
H -1.613 2.880 6.928  0.119
H 0.195 1.281 6.794  0.106
H 0.929 2.460 7.983  0.146
H 1.092 3.046 4.286  0.120
H 0.939 1.323 4.636  0.126
H 3.508 2.965 4.343  0.114
H 2.740 1.863 3.114  0.102
H 4.744 0.498 6.340  0.092
H 4.004 2.097 6.438  0.084
H 5.494 1.819 5.381  0.090
C 4.589 -7.978 0.353  -0.097
O 4.403 -6.649 -0.050  -0.210
C 4.969 -6.288 -1.245  -0.235
C 4.700 -4.800 -1.633  -0.196
O 3.345 -4.578 -1.978  -0.155
C 2.927 -3.189 -2.228  -0.148
C 3.445 -2.675 -3.531  -0.228
O 3.327 -1.285 -3.357  -0.197
C 4.049 -0.657 -4.395  -0.107
H 3.951 -8.181 1.223  0.094
H 5.623 -8.215 0.591  0.085
H 4.260 -8.551 -0.534  0.091
H 4.530 -6.975 -2.076  0.153
H 6.095 -6.349 -1.264  0.134
H 5.391 -4.700 -2.483  0.112
H 4.944 -4.100 -0.817  0.123
H 3.282 -2.484 -1.417  0.134
H 1.830 -3.316 -2.145  0.131
H 2.840 -3.053 -4.352  0.115
H 4.493 -3.037 -3.674  0.133
H 3.621 -0.899 -5.383  0.075
H 5.135 -0.906 -4.421  0.105
H 3.987 0.437 -4.196  0.091
C 3.348 -2.377 1.651  -0.108
O 2.237 -2.923 1.022  -0.211
C 2.023 -4.284 1.338  -0.185
C 0.615 -4.727 1.066  -0.171
O -0.268 -4.157 2.030  -0.155
C -1.539 -4.810 1.944  -0.173
C -2.447 -4.416 3.049  -0.166
O -2.721 -2.982 3.106  -0.188
C -3.519 -2.721 4.171  -0.161
H 3.288 -1.323 1.467  0.083
H 4.217 -2.871 1.192  0.091
H 3.290 -2.688 2.688  0.072
H 2.211 -4.393 2.427  0.122
H 2.817 -4.883 0.911  0.109
H 0.671 -5.794 1.116  0.118
H 0.170 -4.412 0.106  0.136
H -1.323 -5.865 2.025  0.126
H -2.004 -4.561 0.962  0.133
H -2.101 -4.696 4.026  0.122
H -3.352 -4.988 2.939  0.103
H -3.061 -3.063 5.076  0.080
H -4.470 -3.294 4.170  0.105
H -3.731 -1.647 4.266  0.073
C 6.852 4.147 4.358  -0.106
O 7.194 3.191 3.376  -0.189
C 6.422 3.329 2.228  -0.229
C 6.758 2.196 1.270  -0.186
O 6.052 2.234 0.043  -0.113
C 4.853 1.480 0.088  -0.186
C 4.585 0.964 -1.328  -0.202
O 4.499 1.981 -2.307  -0.180
C 3.278 2.687 -2.255  -0.083
H 7.274 3.775 5.294  0.097
H 5.801 4.296 4.424  0.061
H 7.227 5.106 3.993  0.092
H 6.704 4.252 1.739  0.127
H 5.362 3.359 2.510  0.117
H 6.685 1.254 1.830  0.128
H 7.811 2.360 1.089  0.125
H 4.030 2.102 0.511  0.126
H 5.069 0.702 0.792  0.102
H 3.640 0.344 -1.308  0.122
H 5.334 0.217 -1.594  0.127
H 3.498 3.709 -2.565  0.103
H 2.866 2.648 -1.248  0.080
H 2.564 2.181 -2.921  0.079
C 1.007 -2.185 3.957  -0.056
N 0.463 -1.589 5.149  -0.138
C 1.347 -1.487 6.336  -0.003
C -0.775 -1.108 5.151  -0.339
O -1.234 -0.535 6.150  -0.040
H 1.917 -1.712 3.613  0.062
H 0.300 -2.130 3.138  0.075
H 1.350 -3.228 4.078  0.096
H 1.004 -0.688 6.968  0.064
H 1.357 -2.390 6.941  0.090
H 2.377 -1.266 6.071  0.082
H -1.314 -1.341 4.193  0.114
C -4.431 2.302 6.456  -0.050
N -4.387 2.222 4.996  -0.173
C -4.147 0.944 4.346  -0.046
C -4.393 3.378 4.279  -0.316
O -4.484 3.488 3.046  -0.037
H -4.075 3.288 6.838  0.080
H -3.783 1.516 6.826  0.084
H -5.442 2.191 6.843  0.085
H -4.850 0.204 4.699  0.080
H -4.300 0.993 3.263  0.086
H -3.124 0.611 4.618  0.081
H -4.522 4.271 4.881  0.124
C -5.411 3.633 -0.753  -0.069
N -4.181 4.080 -1.298  -0.171
C -4.102 4.207 -2.751  -0.036
C -3.040 4.253 -0.583  -0.275
O -1.934 4.481 -1.062  -0.019
H -5.667 2.635 -1.106  0.069
H -6.300 4.253 -0.787  0.090
H -5.306 3.432 0.340  0.092
H -4.487 3.327 -3.306  0.076
H -4.704 5.077 -3.088  0.101
H -3.042 4.331 -2.982  0.072
H -3.209 4.211 0.511  0.142
C -5.087 0.220 -3.144  -0.098
N -6.421 -0.149 -3.549  -0.182
C -7.478 0.849 -3.433  -0.057
C -6.643 -1.307 -4.346  -0.304
O -7.718 -1.628 -4.810  0.013
H -5.036 0.472 -2.085  0.070
H -4.585 1.016 -3.717  0.083
H -4.453 -0.648 -3.161  0.037
H -7.616 1.005 -2.373  0.081
H -7.453 1.734 -4.093  0.098
H -8.391 0.343 -3.725  0.073
H -5.683 -1.911 -4.547  0.144
C 0.258 -1.941 -5.362  -0.066
N -1.109 -1.579 -5.100  -0.179
C -1.721 -0.577 -5.933  -0.046
C -1.848 -2.520 -4.454  -0.337
O -3.016 -2.377 -4.208  -0.006
H 0.881 -1.103 -5.009  0.086
H 0.475 -2.088 -6.417  0.091
H 0.562 -2.806 -4.806  0.069
H -2.746 -0.360 -5.619  0.085
H -1.176 0.367 -5.750  0.086
H -1.737 -0.890 -6.993  0.102
H -1.339 -3.423 -4.041  0.150
C -4.946 -2.794 -1.525  -0.063
N -4.869 -3.843 -0.508  -0.156
C -4.911 -5.271 -0.977  -0.008
C -5.011 -3.583 0.807  -0.351
O -5.083 -4.472 1.629  0.001
H -5.822 -2.781 -2.224  0.097
H -4.036 -2.826 -2.077  0.050
H -4.916 -1.813 -1.048  0.076
H -4.082 -5.837 -0.590  0.072
H -5.779 -5.749 -0.552  0.077
H -4.966 -5.229 -2.087  0.100
H -5.001 -2.552 1.127  0.132

Force components x, y, z for each atom (eV/Å):
C 0.82 -0.76 1.12
C 0.26 0.63 -1.03
C -0.75 0.41 0.15
C 0.31 -0.37 0.28
C -0.74 0.08 0.46
C -0.27 0.72 0.04
C -1.44 0.44 0.49
C 0.08 -0.02 -1.14
C 0.92 -0.27 -0.21
N -0.40 0.17 0.56
O 1.09 0.02 0.05
H -0.35 0.43 -1.11
H 0.14 0.23 -0.10
H -0.52 -0.07 -0.10
H 0.59 -0.14 -0.11
H -0.31 -0.83 -0.08
H 0.37 0.38 0.32
H -0.07 -0.40 0.07
H -0.18 -0.35 -0.31
H -0.14 0.20 -0.10
H 0.79 0.76 -0.50
H 0.00 -0.63 -0.15
H -0.30 0.13 0.25
H 0.58 0.27 -0.36
H 0.35 0.34 0.33
H 0.59 -1.10 0.75
H -0.60 -0.11 0.15
H -0.28 -0.04 0.12
H -0.28 -0.56 0.37
H -0.33 0.15 -0.12
C 0.76 0.36 -0.14
O -0.33 0.45 0.21
C 0.21 -0.91 0.25
C -0.62 -0.27 -1.60
O -0.37 0.52 -0.47
C 0.76 0.63 -0.20
C -0.31 0.41 1.41
O -0.38 -1.63 0.46
C 0.57 0.63 -0.28
H 0.03 -0.07 0.11
H -0.34 0.06 0.26
H -0.11 -0.22 0.00
H -0.46 -0.07 0.18
H -0.42 0.67 -0.05
H 1.48 0.07 0.63
H 0.02 -0.30 0.22
H 0.11 -0.47 -0.42
H -0.35 0.12 -0.90
H -0.37 0.42 0.46
H 0.98 -0.28 0.17
H 0.03 0.68 -0.03
H -0.06 -0.32 -0.49
H -0.74 -0.33 0.05
C -0.63 -0.37 1.22
O 0.36 -0.55 0.03
C 0.16 -0.12 -0.72
C 0.46 -1.00 1.21
O 0.46 -0.14 0.37
C -0.77 0.47 -1.63
C 0.37 -1.10 1.47
O -0.44 0.47 -1.57
C 0.80 -0.68 0.94
H -0.31 -0.03 -0.56
H 0.28 0.13 0.05
H -0.01 0.47 -0.51
H -0.42 0.07 -0.27
H 0.65 0.28 0.31
H -0.01 1.07 0.16
H -0.74 -0.10 -0.52
H -0.34 0.00 -0.20
H 0.41 0.26 0.53
H -0.02 0.30 -0.39
H 0.29 0.05 0.00
H 0.19 0.41 -0.05
H 0.34 0.25 0.06
H -1.01 -0.19 0.02
C -0.60 -0.22 -1.07
O -0.27 1.04 1.62
C -0.05 0.26 -2.02
C -0.31 -0.84 0.21
O -0.10 0.49 -0.22
C 0.26 -1.89 1.86
C -0.12 -0.41 0.91
O 1.00 -0.11 -1.27
C 0.16 1.59 -0.13
H 0.17 0.12 -0.34
H 0.25 0.02 0.02
H 0.16 -0.62 0.62
H 0.84 1.06 0.93
H -0.81 -0.35 0.20
H -0.17 0.59 0.02
H 0.41 -0.29 -0.12
H -0.36 -0.91 -0.63
H 0.51 0.63 -0.27
H -0.02 0.09 -0.44
H -0.52 0.56 0.02
H 0.09 0.05 0.28
H -0.59 -0.18 0.25
H 0.00 -0.69 -0.35
C 0.18 -1.49 -0.59
O -1.74 -0.12 -0.73
C 0.55 0.97 1.03
C -0.22 1.35 -0.24
O -0.06 -0.63 0.23
C 0.73 1.17 -0.56
C -0.35 1.20 0.42
O 1.15 -1.60 -2.12
C -1.94 0.17 1.33
H 0.40 0.60 0.25
H 0.48 0.55 0.25
H 0.53 0.50 0.48
H -0.39 -0.11 -0.14
H -0.10 -0.51 -0.77
H -0.47 -1.00 0.10
H 0.80 -0.28 -0.24
H -0.44 -0.63 -0.13
H 0.15 -0.30 0.39
H 0.87 -0.17 0.63
H -0.73 0.07 -0.32
H 0.63 0.03 1.03
H 0.09 0.38 -0.48
H 0.15 -0.38 -0.21
C 1.09 -0.07 -0.78
O 0.05 -0.84 0.58
C -0.55 0.02 -0.35
C 0.34 0.48 0.49
O 0.54 0.10 0.66
C 0.08 1.08 -0.50
C -1.44 -0.85 0.62
O 0.73 -0.59 0.41
C 0.09 -0.35 -0.08
H 0.00 0.54 -0.04
H -1.17 -0.27 0.31
H 0.41 0.26 0.63
H -0.26 0.62 -0.34
H -0.13 -0.01 -0.23
H -0.28 -0.14 -0.35
H 0.39 -0.26 -0.54
H 0.27 -0.37 -0.40
H -0.52 -1.10 0.22
H 0.50 0.65 0.01
H 0.41 0.45 -0.25
H -0.38 -0.10 -0.02
H -0.18 0.34 0.08
H -0.09 0.36 -0.03
C 0.62 -0.59 -0.32
N 1.72 -0.43 0.23
C -0.41 0.11 -0.44
C -0.42 0.28 1.18
O -0.51 -0.17 -1.18
H 0.06 0.84 0.23
H -0.19 -0.21 0.02
H -0.70 0.14 0.30
H -0.25 0.25 0.15
H -0.24 -0.33 -0.12
H -0.02 0.05 -0.50
H 0.17 0.44 0.74
C 0.34 0.39 -0.15
N 0.22 1.34 -0.47
C 0.50 -0.08 0.23
C -1.44 -0.56 -1.70
O 0.71 -0.49 1.33
H -0.05 -0.68 -0.52
H 0.03 -0.06 0.38
H -0.11 -0.31 -0.04
H -0.28 -0.22 0.37
H 0.30 0.40 0.26
H -0.47 -0.02 -0.36
H 0.34 0.32 0.56
C -0.49 -1.47 2.56
N 0.74 0.37 -1.18
C -0.21 0.20 -0.28
C -0.51 0.01 0.45
O -0.40 0.07 0.06
H -0.09 0.02 -0.55
H 0.18 0.61 -0.70
H 0.31 0.38 -0.51
H 0.16 0.24 0.63
H 0.47 -0.35 0.16
H -0.27 0.17 -0.23
H 0.01 -0.19 -0.25
C 0.35 -0.27 0.36
N -0.14 -0.75 -1.71
C -0.66 -1.32 -0.09
C 0.91 0.92 0.27
O 0.56 0.23 0.37
H -0.39 0.47 0.14
H -0.42 -0.11 -0.05
H 0.37 -0.50 -0.53
H 0.09 0.96 0.23
H 0.71 -0.17 0.56
H -0.23 -0.19 -0.18
H -1.06 0.79 0.53
C 0.83 1.68 0.04
N 0.09 -2.03 0.11
C -0.12 0.94 0.28
C 0.16 0.39 0.43
O -1.58 -0.08 0.05
H 0.15 -0.26 -0.20
H -0.14 -0.15 -0.28
H -0.08 -0.50 0.27
H 0.14 -0.44 0.06
H -0.02 -0.34 -0.64
H 0.19 0.27 0.34
H 0.41 0.54 -0.48
C -0.19 0.40 0.37
N -0.66 -0.32 -0.88
C -0.37 1.72 -0.18
C 0.18 -0.98 -0.48
O -0.20 -0.55 0.65
H 0.56 -0.56 0.82
H 0.54 -0.09 -0.92
H -0.20 -0.07 0.30
H 0.64 -0.03 -0.14
H -0.55 -0.12 -0.06
H 0.19 -0.30 0.88
H -0.07 0.84 -0.25